[1]
The following is a DFT calculation (the ωB97M-V functional and the def2-TZVPD basis) of a 3-piece molecular cluster, C28H41BrClN4O10S overall in a non-equilibrium geometry.

Computed properties:
Calculated total energy in eV: -149515.92891
LUMO energy in eV: -3.26
Highest occupied orbital energy in eV: -8.5280
Total charge: +1
Frontier orbital gap in eV: 5.264
Max |F| in eV Å⁻¹: 8.1

Last column: Mulliken charge in e.
Positions of all 86 atoms, in Å:
C  -2.324  -1.780  2.226  -0.323
C  -2.160  -0.744  3.042  -0.229
N  -1.694  0.460  3.721  0.483
C  -0.408  1.097  3.984  0.430
N  0.786  0.610  3.630  -0.022
S  1.172  -0.888  2.828  0.128
C  1.985  1.484  3.998  -0.742
C  2.620  2.224  2.708  -0.932
C  1.678  3.352  2.034  0.299
C  1.030  4.417  3.073  -1.117
C  0.554  2.694  1.024  -0.238
C  0.460  3.515  -0.379  -0.303
C  0.541  2.445  -1.582  -0.700
C  -0.504  2.380  -2.614  0.194
C  -0.065  2.863  -4.104  -0.494
C  -1.976  1.876  -2.198  -0.891
N  -0.796  2.340  4.702  -0.335
C  -2.240  2.442  4.915  0.249
Br  -3.201  3.901  5.832  0.062
N  -2.705  1.218  4.253  0.053
C  -4.184  1.023  4.298  -0.743
C  -4.617  0.274  5.698  0.576
O  -4.630  -1.000  5.820  -0.433
Cl  -5.148  1.245  7.199  -0.139
H  -2.382  -2.634  1.440  0.367
H  0.615  -0.961  1.548  0.075
H  2.795  0.723  4.364  0.364
H  1.779  2.176  4.891  0.398
H  2.885  1.456  1.867  0.284
H  3.627  2.721  3.000  0.352
H  2.371  3.977  1.327  0.698
H  -0.074  4.585  2.762  0.213
H  1.561  5.448  2.916  0.286
H  1.166  4.134  4.178  0.243
H  0.912  1.605  0.809  -0.154
H  -0.471  2.695  1.566  0.094
H  1.307  4.279  -0.540  0.357
H  -0.534  4.098  -0.367  0.304
H  1.446  1.729  -1.697  0.328
H  -0.227  4.006  -4.136  0.245
H  -0.659  2.323  -4.929  0.276
H  1.067  2.606  -4.207  -0.013
H  -2.194  2.032  -1.059  0.183
H  -2.191  0.770  -2.435  0.244
H  -2.735  2.524  -2.800  0.286
H  -4.622  0.396  3.439  0.339
H  -4.786  2.025  4.298  0.416
C  -5.743  -6.008  -0.441  -1.279
C  -5.063  -4.782  0.145  0.624
C  -5.969  -3.880  0.930  -0.596
O  -5.324  -2.618  0.808  -0.271
C  -4.640  -2.647  -0.373  0.540
O  -4.136  -1.687  -0.894  -0.537
O  -4.607  -3.910  -0.887  -0.338
H  -5.575  -6.088  -1.518  0.321
H  -5.355  -6.915  0.030  0.332
H  -6.823  -6.003  -0.265  0.329
H  -4.187  -5.082  0.732  0.228
H  -6.047  -4.174  1.978  0.317
H  -6.975  -3.793  0.507  0.345
C  3.241  0.653  -7.851  -1.250
C  3.309  2.150  -7.600  0.517
C  4.548  2.608  -6.888  -0.632
O  4.108  3.799  -6.247  -0.306
C  2.770  3.649  -6.030  0.582
O  2.105  4.375  -5.339  -0.511
O  2.285  2.563  -6.698  -0.311
H  2.315  0.220  -7.465  0.318
H  3.288  0.450  -8.925  0.314
H  4.082  0.121  -7.396  0.340
H  3.160  2.697  -8.538  0.301
H  5.371  2.821  -7.573  0.311
H  4.894  1.912  -6.117  0.345
C  3.588  -6.149  0.141  -1.253
C  3.670  -4.657  0.418  0.530
C  4.910  -4.222  1.139  -0.613
O  4.477  -3.038  1.799  -0.249
C  3.142  -3.181  2.010  0.459
O  2.478  -2.454  2.718  -0.566
O  2.648  -4.249  1.326  -0.314
H  2.658  -6.580  0.519  0.320
H  3.634  -6.335  -0.935  0.318
H  4.423  -6.696  0.588  0.351
H  3.526  -4.093  -0.511  0.305
H  5.736  -4.006  0.459  0.304
H  5.248  -4.934  1.899  0.355

[2]
The following is a DFT calculation (the ωB97M-V functional and the def2-TZVPD basis) of C28H41BrCoN2P2S as an isolated structure in a non-equilibrium geometry.

Computed properties:
<S²>: 3.8028
Calculated total energy in eV: -169740.95639
LUMO energy (spin up / spin down) in eV: -6.52 / -9.57
Highest occupied orbital energy (spin up / spin down) in eV: -13.5354 / -13.6573
Total charge: +2
Frontier orbital gap (spin up / spin down) in eV: 7.019 / 4.082
Max |F| in eV Å⁻¹: 5.8
2S+1: 4

Last column: Mulliken charge in e.
Positions of all 76 atoms, in Å:
C  2.385  -4.090  -2.030  -0.503
C  1.464  -3.388  -2.865  0.756
C  1.209  -4.009  -4.120  -0.373
C  1.886  -5.209  -4.455  -0.443
N  2.756  -5.797  -3.661  -0.530
C  2.994  -5.270  -2.462  -0.408
C  0.901  -2.158  -2.345  -1.352
C  1.240  -1.301  -1.376  1.746
C  2.096  -0.711  -0.432  0.041
C  1.609  -0.042  0.723  -0.524
C  2.241  1.130  1.094  -0.970
C  3.441  1.543  0.506  -0.219
C  4.075  0.734  -0.460  -0.404
C  3.441  -0.450  -0.842  -0.664
Co  0.021  -0.558  -2.496  -0.336
P  -1.779  -0.247  1.898  0.725
H  0.525  -3.627  -4.882  0.450
H  2.620  -3.720  -1.033  0.397
H  1.721  -5.725  -5.411  0.378
H  3.689  -5.796  -1.814  0.378
H  3.946  -1.100  -1.550  0.492
H  0.660  -0.344  1.190  0.725
H  5.017  1.062  -0.895  0.504
H  1.730  1.714  1.853  1.156
C  -2.571  1.338  2.420  -0.474
C  -4.091  1.475  2.377  -1.305
H  -2.107  2.111  1.784  0.411
H  -2.215  1.500  3.448  0.554
H  -4.367  2.431  2.846  0.425
H  -4.491  1.494  1.355  0.274
H  -4.610  0.677  2.926  0.291
C  -3.078  -0.991  0.828  -0.476
C  -2.693  -2.363  0.283  -1.321
H  -3.252  -0.300  -0.014  0.169
H  -4.011  -1.046  1.410  0.638
H  -3.550  -2.791  -0.268  0.413
H  -1.854  -2.266  -0.425  0.120
H  -2.387  -3.046  1.091  0.311
C  -1.853  -1.251  3.418  -0.574
C  -3.201  -1.408  4.140  -1.190
H  -1.139  -0.772  4.106  0.464
H  -1.462  -2.247  3.160  0.553
H  -3.072  -2.108  4.985  0.415
H  -3.568  -0.458  4.564  0.275
H  -3.996  -1.824  3.496  0.300
Br  4.088  3.181  1.028  -0.047
P  -0.476  1.674  -2.784  -0.078
C  -1.614  0.847  -1.561  0.590
C  -2.806  1.808  -1.323  -1.603
H  -1.072  0.649  -0.615  -0.461
H  -1.965  -0.106  -2.052  0.700
H  -3.596  1.340  -0.738  0.519
H  -2.502  2.706  -0.783  0.255
H  -3.266  2.117  -2.263  0.488
C  -0.076  3.197  -1.609  -0.038
C  0.858  4.285  -2.207  -1.046
H  0.375  2.786  -0.674  0.029
H  -1.049  3.677  -1.299  0.229
H  1.524  4.685  -1.412  0.295
H  1.481  3.881  -3.020  0.245
H  0.252  5.117  -2.622  0.353
C  1.350  1.332  -3.446  -0.050
C  1.212  0.292  -4.566  -1.192
H  1.907  0.898  -2.570  -0.048
H  1.792  2.317  -3.767  0.435
H  0.890  -0.717  -4.115  0.487
H  0.483  0.595  -5.365  0.366
H  2.189  0.125  -5.035  0.414
S  2.896  0.907  5.957  -0.067
C  1.327  1.624  6.182  -0.286
C  0.822  2.006  4.946  -0.665
N  1.591  1.649  3.865  -0.064
C  2.741  1.125  4.248  -0.309
H  0.859  1.757  7.153  0.430
H  -0.091  2.554  4.808  0.497
H  3.554  0.896  3.576  0.330

[3]
The following is a DFT calculation (the ωB97M-V functional and the def2-TZVPD basis) of C28H41BrN2P2SV as an isolated structure in a non-equilibrium geometry.

Computed properties:
<S²>: 3.9345
Calculated total energy in eV: -157801.84205
LUMO energy (spin up / spin down) in eV: -6.90 / -8.53
Highest occupied orbital energy (spin up / spin down) in eV: -13.7748 / -13.6797
Total charge: +2
Frontier orbital gap (spin up / spin down) in eV: 6.876 / 5.152
Max |F| in eV Å⁻¹: 8.7
2S+1: 4

Last column: Mulliken charge in e.
Positions of all 76 atoms, in Å:
C  -5.669  -3.256  -5.984  -0.453
C  -5.611  -2.156  -5.114  0.313
C  -6.704  -1.267  -5.155  -0.510
C  -7.784  -1.533  -5.997  -0.322
N  -7.855  -2.613  -6.778  -0.532
C  -6.801  -3.435  -6.792  -0.310
C  -4.484  -1.934  -4.242  1.104
C  -3.527  -1.759  -3.488  -2.039
C  -2.979  -0.599  -2.772  1.599
C  -3.828  -0.271  -1.659  -1.522
C  -3.544  0.959  -1.087  0.003
C  -2.398  1.637  -1.633  0.266
C  -2.121  1.648  -2.983  -0.865
C  -2.079  0.297  -3.424  -0.683
V  -1.868  -0.264  -1.273  -0.074
P  -1.997  -0.564  1.546  0.829
H  -6.744  -0.352  -4.577  0.377
H  -4.863  -3.974  -6.072  0.421
H  -8.638  -0.854  -6.070  0.364
H  -6.874  -4.276  -7.491  0.372
H  -1.708  0.037  -4.415  0.658
H  -4.644  -0.954  -1.479  0.956
H  -1.731  2.513  -3.519  0.499
H  -4.201  1.371  -0.349  1.257
C  -0.767  0.363  2.628  -0.631
C  -1.240  0.738  4.029  -1.149
H  -0.468  1.258  2.064  0.275
H  0.144  -0.254  2.688  0.572
H  -0.403  1.120  4.625  0.450
H  -2.009  1.516  4.008  0.053
H  -1.647  -0.115  4.574  0.245
C  -3.640  -0.078  2.285  -0.352
C  -4.806  -0.934  1.816  -1.481
H  -3.792  0.964  1.980  -0.300
H  -3.631  -0.048  3.380  0.772
H  -5.735  -0.367  1.952  0.441
H  -4.717  -1.191  0.752  0.153
H  -4.896  -1.866  2.393  0.346
C  -1.854  -2.287  2.223  -0.323
C  -2.161  -2.462  3.711  -1.499
H  -0.840  -2.656  2.009  0.431
H  -2.540  -2.902  1.621  0.468
H  -2.355  -3.518  3.944  0.421
H  -1.317  -2.146  4.334  0.355
H  -3.044  -1.904  4.041  0.326
Br  0.140  1.409  -0.940  -0.265
P  -2.535  4.538  0.230  0.083
C  -2.885  3.255  1.521  1.634
C  -3.290  3.996  2.802  -1.615
H  -1.995  2.619  1.662  -0.590
H  -3.701  2.621  1.138  -0.302
H  -3.754  3.319  3.534  0.356
H  -2.419  4.495  3.254  0.414
H  -4.021  4.779  2.551  0.502
C  -0.800  4.420  -0.280  0.550
C  -0.227  5.658  -0.937  -1.418
H  -0.764  3.539  -0.930  -0.534
H  -0.229  4.151  0.607  0.530
H  0.854  5.539  -0.994  0.404
H  -0.614  5.786  -1.946  0.335
H  -0.460  6.559  -0.373  0.385
C  -3.558  4.145  -1.212  0.859
C  -4.843  4.928  -1.464  -1.475
H  -3.852  3.114  -1.037  -0.537
H  -2.894  4.130  -2.087  0.362
H  -5.255  4.536  -2.402  0.423
H  -5.582  4.797  -0.664  0.329
H  -4.643  5.993  -1.592  0.405
S  1.670  -3.072  -2.415  -0.052
C  1.842  -2.856  -0.668  -0.477
C  0.844  -2.061  -0.159  -0.489
N  -0.056  -1.639  -1.164  0.140
C  0.370  -1.964  -2.394  -0.218
H  2.582  -3.384  -0.085  0.443
H  0.672  -1.834  0.902  0.294
H  -0.191  -1.702  -3.288  0.248